# 1
Density functional theory data (wB97M-V/def2-TZVPD) for a 2-piece molecular cluster, C3H3NS2 overall.

Values from the calculation:
energy relative to the best compared isomer or geometry (same formula, charge and spin)	66.6	kcal/mol
HOMO-LUMO gap	0.288	Eh

The geometry in XYZ format:
```
9
C3H3NS2, DFT wB97M-V/def2-TZVPD
C -1.36888 -0.55486 -1.35762
C -3.67944 0.24897 0.17352
C -0.63060 -0.21890 0.87351
N -0.74137 -0.21409 -0.39790
S -3.90254 -1.25834 0.38748
S -3.79441 1.78307 -0.04157
H -1.18389 -0.09239 -2.32111
H 0.32781 -0.56836 1.38347
H -1.21404 0.49760 1.30273
```


# 2
Density functional theory data (wB97M-V/def2-TZVPD) for an isolated molecule of C4H4O2.

Values from the calculation:
structure (SMILES)	O=CC#CCO
energy relative to the best compared isomer or geometry (same formula, charge and spin)	59.0	kcal/mol
HOMO-LUMO gap	0.381	Eh

The geometry in XYZ format:
```
10
C4H4O2, DFT wB97M-V/def2-TZVPD
O -2.06914 -0.36714 1.16635
C -1.48210 0.42787 0.16065
C -0.30713 -0.21047 -0.42391
C 0.89081 -0.18241 -0.58264
C 2.31961 -0.15235 -0.47362
O 2.95483 0.86946 -0.33892
H -1.84450 -1.28445 0.97061
H -1.03052 1.30724 0.62274
H -2.17012 0.75996 -0.62621
H 2.73827 -1.16770 -0.47506
```


# 3
Density functional theory data (wB97M-V/def2-TZVPD) for an isolated molecule of C3H9N.

Values from the calculation:
structure (SMILES)	CCCN
energy relative to the best compared isomer or geometry (same formula, charge and spin)	39.6	kcal/mol
HOMO-LUMO gap	0.360	Eh

The geometry in XYZ format:
```
13
C3H9N, DFT wB97M-V/def2-TZVPD
C 0.77832 -0.22735 -0.43303
C -0.36777 0.29512 0.38142
C -1.72625 -0.18344 -0.09439
N 2.03416 -0.39189 0.24156
H 2.82615 -0.21520 -0.36986
H 2.14663 0.20040 1.05920
H 0.54319 -1.01349 -1.14923
H 0.62048 0.88005 -0.85055
H -0.23735 0.06512 1.44155
H -0.41576 1.52845 0.40885
H -1.80745 -1.26628 0.04713
H -2.52563 0.29819 0.47391
H -1.86875 0.03033 -1.15655
```


# 4
Density functional theory data (wB97M-V/def2-TZVPD) for CsO4S as an isolated structure.

Values from the calculation:
energy relative to the best compared isomer or geometry (same formula, charge and spin)	2.1	kcal/mol
HOMO-LUMO gap	0.169	Eh
net charge	-1

The geometry in XYZ format:
```
6
CsO4S, DFT wB97M-V/def2-TZVPD
Cs 2.31707 -0.07560 1.78496
S -0.49353 0.02219 -0.37219
O -0.68150 -0.49931 1.03775
O -1.38683 -0.69893 -1.29998
O -0.69969 1.48114 -0.36490
O 0.94448 -0.22950 -0.78564
```


# 5
Density functional theory data (wB97M-V/def2-TZVPD) for C40H52BrF12IO10Si as an isolated structure.

Values from the calculation:
HOMO-LUMO gap	0.337	Eh

The geometry in XYZ format:
```
117
C40H52BrF12IO10Si, DFT wB97M-V/def2-TZVPD
C 7.11927 0.36107 -4.78744
Si 6.13608 1.12236 -3.37133
C 7.07038 2.71274 -2.88069
C 6.06530 0.04874 -1.80864
C 6.68376 -1.37661 -1.95004
C 5.59121 -2.46266 -2.17402
C 5.56533 -3.04289 -3.62094
C 4.30799 -2.60369 -4.43487
C 3.70021 -3.71268 -5.31813
C 2.67755 -4.60083 -4.58584
C 1.43319 -3.78350 -4.17059
C 0.82975 -4.15977 -2.80754
Br 0.54709 -6.13368 -2.84579
I 2.19928 -3.78009 -1.17933
O -0.40531 -3.49793 -2.73949
C -0.74049 -2.92464 -1.50606
O -1.20985 -3.57825 -0.59813
C -0.54794 -1.43871 -1.36097
C -1.06693 -0.74106 -0.29379
C -0.81827 0.60405 -0.20211
C -0.06916 1.26648 -1.15105
C 0.44906 0.56217 -2.22026
C 0.20307 -0.78561 -2.32354
C 4.41482 1.72339 -3.91749
C 3.83028 2.71034 -3.13595
C 2.60139 3.22356 -3.47191
C 1.92318 2.74968 -4.57832
C 2.50704 1.77096 -5.33552
C 3.74179 1.24192 -5.02499
H 6.72726 -0.59965 -5.14340
H 7.14133 1.05536 -5.63617
H 8.15494 0.19218 -4.46650
H 6.68412 3.06351 -1.91643
H 8.15460 2.57610 -2.86975
H 6.78896 3.47784 -3.61761
H 5.03475 -0.03322 -1.44208
H 6.62911 0.56679 -1.02045
H 7.18511 -1.63265 -1.00797
H 7.44972 -1.44497 -2.72930
H 4.61510 -2.09562 -1.84749
H 5.83636 -3.31053 -1.51897
H 6.44247 -2.65287 -4.14721
H 5.61359 -4.13710 -3.59804
H 3.58843 -2.15847 -3.73696
H 4.63184 -1.78529 -5.09397
H 3.22574 -3.21663 -6.17709
H 4.51347 -4.32325 -5.73018
H 2.33482 -5.35003 -5.31114
H 3.13026 -5.16410 -3.76410
H 1.70517 -2.72391 -4.19683
H 0.62121 -3.93688 -4.89102
H -1.64863 -1.24627 0.47031
H -1.20144 1.21599 0.62008
H 0.12766 2.33361 -1.10665
H 1.05221 1.04407 -2.98574
H 0.61279 -1.34129 -3.15826
H 4.34700 3.08716 -2.25710
H 2.17039 3.98446 -2.82429
H 0.94477 3.15878 -4.80926
H 1.96839 1.40334 -6.20735
H 4.19353 0.48093 -5.65535
C -3.27438 2.03705 5.95439
C -3.58062 2.98502 4.82034
O -2.37278 3.56189 4.28083
C -1.69773 2.80744 3.42654
O -2.00829 1.70395 3.07953
C -0.47421 3.58708 2.91785
F 0.17817 4.19397 3.91634
F -0.84582 4.54318 2.05056
F 0.40503 2.80613 2.29159
H -2.68069 2.53759 6.72096
H -4.19729 1.67529 6.40213
H -2.69619 1.17821 5.61196
H -4.17490 3.81262 5.19059
H -4.15559 2.49808 4.03216
C 0.06193 -8.27170 0.47405
C 1.55643 -8.33055 0.24197
O 2.22655 -9.01106 1.32195
C 2.19860 -10.33649 1.28194
O 1.67058 -11.00199 0.44070
C 2.98854 -10.90988 2.46613
F 2.68293 -10.29217 3.61454
F 4.30844 -10.76629 2.27218
F 2.74645 -12.20815 2.63348
H -0.15697 -7.81946 1.44237
H -0.42189 -7.68582 -0.30642
H -0.37736 -9.26962 0.47915
H 1.96529 -7.32173 0.21817
H 1.79924 -8.80031 -0.71102
C -7.66785 3.51854 9.73319
C -8.41854 2.86244 8.59432
O -8.36969 3.67407 7.40340
C -7.26189 3.58957 6.68534
O -6.31248 2.90651 6.94385
C -7.39351 4.47454 5.43677
F -7.88754 5.68184 5.72746
F -8.21941 3.92159 4.53840
F -6.21986 4.66964 4.82253
H -8.04462 4.52716 9.90740
H -7.77976 2.93669 10.64742
H -6.60514 3.60517 9.50726
H -9.47189 2.76575 8.84906
H -8.04155 1.86147 8.38660
C -5.14925 4.77995 1.32426
C -6.16101 5.77770 1.84851
O -6.21912 6.94414 1.00715
C -6.94466 6.82798 -0.09908
O -7.53864 5.85086 -0.44655
C -6.94801 8.15911 -0.86249
F -5.71978 8.68588 -0.94804
F -7.72910 9.05844 -0.24593
F -7.40752 8.01021 -2.10237
H -4.17318 5.25332 1.20552
H -5.05351 3.93802 2.01057
H -5.44293 4.39686 0.34711
H -5.85719 6.12713 2.83214
H -7.14990 5.33093 1.95237
```


# 6
Density functional theory data (wB97M-V/def2-TZVPD) for an isolated molecule of C21H30IN9O6.

Values from the calculation:
structure (SMILES)	C[C@@H]1NC(=O)[C@H](CCCN=C(N)N)NC(=O)c2cc([N+](=O)[O-])cc(I)c2NCCC[C@@H](C(N)=O)NC1=O
HOMO-LUMO gap	0.288	Eh

The geometry in XYZ format:
```
67
C21H30IN9O6, DFT wB97M-V/def2-TZVPD
C 2.69481 -1.76615 -2.21463
C 1.72314 -0.59516 -2.23519
N 2.00437 0.31399 -1.14211
C 1.72576 1.62513 -1.23219
O 1.37526 2.16705 -2.26582
C 1.77810 2.36736 0.11621
N 0.83200 1.68813 0.97802
C -0.42775 2.12709 1.16003
O -0.79445 3.27081 0.97079
C -1.36671 1.05161 1.63517
C -1.04167 0.32755 2.75878
C -1.93292 -0.60358 3.28804
C -3.19758 -0.75630 2.71511
C -3.51330 -0.05170 1.58708
C -2.60040 0.83510 0.96125
N -2.89877 1.38520 -0.22329
H -3.85715 1.29165 -0.53489
C -2.00148 1.97936 -1.18057
H -1.02634 1.49410 -1.09328
C -2.51915 1.83520 -2.61014
C -2.95409 0.42167 -3.01411
C -2.06887 -0.71936 -2.52260
N -0.65284 -0.46980 -2.74308
C 0.28667 -1.06274 -2.00154
O 0.00826 -1.87072 -1.11731
H -0.39558 0.18741 -3.46346
H -2.19587 -0.88978 -1.44673
C -2.46214 -2.02866 -3.25592
O -3.06392 -2.03967 -4.30341
N -2.06013 -3.12990 -2.59960
H -2.20709 -4.02942 -3.02875
H -1.43701 -3.05306 -1.80713
H -3.96098 0.21408 -2.64604
H -3.00694 0.36329 -4.10338
H -3.36997 2.50264 -2.75845
H -1.71724 2.18644 -3.26087
H -1.85428 3.04393 -0.96324
I -5.42260 -0.38624 0.71590
H -3.88921 -1.45547 3.16008
N -1.55884 -1.41698 4.38204
O -0.38514 -1.39556 4.73305
O -2.40336 -2.12274 4.90076
H -0.10364 0.49777 3.26362
H 1.09200 0.72971 1.21299
H 1.38051 3.37405 -0.05804
C 3.16951 2.50470 0.74644
H 3.03267 2.97495 1.72351
C 4.02536 1.24557 0.91801
C 3.52552 0.23003 1.95061
N 2.40085 -0.52825 1.44640
C 1.81637 -1.41029 2.18295
N 0.69462 -2.01788 1.70045
H 0.42827 -2.88099 2.14345
H 0.53307 -1.97476 0.70043
N 2.20660 -1.79397 3.43636
H 2.84664 -1.17915 3.91269
H 1.47731 -2.15016 4.03851
H 4.35647 -0.44882 2.18844
H 3.25856 0.76644 2.87499
H 5.00979 1.58115 1.25391
H 4.16309 0.74799 -0.04144
H 3.73159 3.20165 0.12107
H 2.18229 -0.11556 -0.21465
H 1.79526 -0.03292 -3.17208
H 2.58057 -2.32028 -1.28603
H 2.49598 -2.43351 -3.04925
H 3.71615 -1.40324 -2.28791
```


# 7
Density functional theory data (wB97M-V/def2-TZVPD) for a 5-piece molecular cluster, C11H15Cl12IO3 overall.

Values from the calculation:
structure (SMILES)	O=C1C[C@H](O)[C@H](CCCI)O1.ClC(Cl)Cl.ClC(Cl)Cl.ClC(Cl)Cl.ClC(Cl)Cl
HOMO-LUMO gap	0.359	Eh

The geometry in XYZ format:
```
42
C11H15Cl12IO3, DFT wB97M-V/def2-TZVPD
O 0.61180 1.35270 -3.96364
C 0.84791 1.87749 -2.97502
C 1.98812 1.59154 -2.01730
C 1.82240 2.64753 -0.94142
O 2.28850 2.32272 0.32920
C 0.34129 3.01834 -1.10143
C -0.69041 2.45988 -0.14511
C -0.65028 0.93238 0.07498
C -1.92009 0.22274 -0.40864
I -3.22237 -0.28083 1.24526
O 0.07934 2.89879 -2.47837
H 2.94207 1.52950 -2.51268
H 1.77691 0.61832 -1.57760
H 2.33571 3.52682 -1.32334
H 1.86231 2.92060 0.95745
H 0.32263 4.08628 -0.88720
H -1.66181 2.69838 -0.54855
H -0.56228 2.96309 0.79915
H -0.60917 0.77091 1.13770
H 0.20675 0.44289 -0.36126
H -2.49621 0.86028 -1.05970
H -1.70927 -0.69351 -0.93525
C -2.54388 -4.09214 0.85940
Cl -1.73529 -3.95881 2.42089
Cl -1.36330 -4.24395 -0.44351
Cl -3.67147 -5.45126 0.85076
H -3.10876 -3.18213 0.69778
C -6.84202 -2.11981 3.52838
Cl -6.24550 -2.90965 2.06727
Cl -5.65937 -0.95990 4.14025
Cl -8.39225 -1.33396 3.22862
H -6.98896 -2.87935 4.28453
C 2.89901 -4.87399 -1.37629
Cl 3.47569 -6.42026 -1.99947
Cl 1.64688 -4.20454 -2.42624
Cl 2.30488 -5.04634 0.27531
H 3.73177 -4.18363 -1.36482
C 5.62923 3.39332 0.85663
Cl 6.66835 4.50818 1.74617
Cl 5.02734 4.14404 -0.62217
Cl 6.48598 1.89626 0.49078
H 4.77783 3.15110 1.47848
```